Entry 1:
DFT (ωB97M-V/def2-TZVPD) results for 2 unconnected molecules or ions with the total composition C24H31Br2N3O5 in a non-equilibrium geometry.

XYZ file:
```
65
Properties=species:S:1:pos:R:3:forces:R:3
C -4.30828 -1.42810 -0.87421 0.072 0.096 0.156
C -3.16670 -1.29022 0.10545 0.011 -0.286 -0.244
C -2.17375 -2.28059 0.17839 0.107 0.839 0.722
C -1.10083 -2.16737 1.08312 -1.276 0.289 -0.471
C -0.03934 -3.19025 1.20005 1.860 -0.076 0.535
O 1.00437 -2.89678 1.76918 -0.433 -0.236 0.022
N -0.19151 -4.46126 0.66632 -1.306 0.986 -0.090
C 0.78410 -5.46500 0.71249 0.974 -0.723 0.024
C 1.45330 -5.81400 1.89773 0.138 -0.142 -0.027
C 2.44555 -6.80235 1.90282 -0.423 0.391 -0.346
Br 3.32480 -7.25249 3.54664 -0.322 0.130 -0.773
C 2.78995 -7.43923 0.70207 0.732 -0.838 -0.643
O 3.77698 -8.38688 0.66977 -0.328 0.406 0.395
C 2.12163 -7.10131 -0.48331 -0.733 0.680 0.612
Br 2.57873 -7.92322 -2.14821 -0.056 0.118 0.496
C 1.11349 -6.13472 -0.46594 0.354 -0.165 -0.047
C -1.04847 -1.02986 1.90880 -0.184 -0.191 -0.280
C -2.03072 -0.03560 1.85688 0.609 -0.527 0.028
C -1.93164 1.15008 2.78834 -0.081 -0.208 -0.211
C -3.09393 -0.17141 0.95183 0.538 -0.115 0.329
O -4.06324 0.79372 0.89604 0.034 -0.283 -0.111
H -5.26420 -1.41572 -0.34093 0.064 0.082 -0.165
H -4.29533 -0.59598 -1.58486 -0.150 -0.070 0.068
H -4.24066 -2.36396 -1.43688 0.047 0.146 0.122
H -2.24836 -3.13614 -0.48456 -0.105 0.104 -0.019
H -0.96071 -4.57876 0.01908 0.219 -0.214 0.244
H 1.21473 -5.30548 2.82688 0.026 -0.063 -0.207
H 3.88418 -8.70390 -0.24138 -0.068 0.103 0.200
H 0.61256 -5.88088 -1.39350 0.040 0.036 0.060
H -0.22844 -0.91991 2.61677 -0.113 -0.128 -0.217
H -2.71473 1.09477 3.55097 0.063 0.153 0.031
H -2.04486 2.08607 2.23353 0.002 0.108 0.116
H -0.96137 1.17450 3.29539 -0.221 -0.033 -0.082
H -3.90242 1.45419 1.58790 -0.026 -0.260 -0.260
C 1.69675 6.36615 -2.18891 -0.270 -0.144 0.372
N 1.64030 4.98856 -1.70214 0.675 -0.130 -0.893
C 0.94587 4.60772 -0.62287 -1.064 0.403 1.074
O 0.28450 5.39675 0.04406 0.349 -0.344 -0.305
C 0.97064 3.10899 -0.26354 0.108 -0.285 0.297
C -0.37676 2.42717 -0.58318 0.007 0.545 -0.412
C -0.90461 2.61615 -2.01780 0.125 -0.633 0.041
C 0.00537 1.95424 -3.05422 -0.116 0.401 0.232
C -2.29426 1.99143 -2.13684 0.128 0.428 0.203
N 1.24753 2.87908 1.16015 -1.091 0.043 -1.634
C 2.35156 3.16454 1.84839 1.355 0.169 1.188
C 3.53989 3.80641 1.15921 -0.326 -0.182 0.036
O 2.41579 2.89609 3.03762 -0.093 -0.013 0.169
H 2.30244 6.42568 -3.09419 -0.060 -0.179 0.145
H 2.13095 7.01124 -1.42210 -0.060 0.006 -0.085
H 0.68743 6.72178 -2.40705 0.100 0.031 0.026
H 2.15888 4.28729 -2.20531 -0.008 0.070 0.071
H 1.75183 2.62293 -0.84756 0.142 -0.097 -0.116
H -1.12572 2.83483 0.09710 -0.012 0.079 0.153
H -0.28852 1.35842 -0.37824 0.077 -0.079 0.069
H -0.98907 3.67826 -2.24572 0.047 0.181 0.064
H 0.98622 2.42396 -3.05196 0.202 -0.117 -0.146
H 0.11100 0.89179 -2.83256 0.075 -0.057 -0.047
H -0.42903 2.06980 -4.04760 0.098 -0.070 -0.053
H -2.68406 2.14367 -3.14341 -0.078 -0.086 0.000
H -2.24412 0.92292 -1.92607 -0.073 -0.094 0.013
H -2.97336 2.46322 -1.42606 -0.152 -0.128 -0.003
H 0.50725 2.48085 1.71364 -0.074 0.024 0.053
H 3.79128 3.25394 0.25737 0.078 0.121 -0.241
H 3.30226 4.84224 0.92338 0.035 0.059 -0.196
H 4.38693 3.78196 1.84375 -0.185 -0.030 -0.037
```
Positions in Å, forces in eV/Å.

## Properties
Strongest force on any atom = 1.97 eV/Å
Molecular weight = 601.336 g/mol
Kohn-Sham gap = 8.86 eV
Lowest unoccupied orbital energy = 0.343 eV
SMILES = Cc1cc(C(=O)Nc2cc(Br)c(O)c(Br)c2)cc(C)c1O.CNC(=O)[C@H](CC(C)C)NC(C)=O
Energy = -6621.7092 Ha

Atom charges from the Mulliken analysis, given in e for atoms 1 to 2: number 1, C, carries -1.489; number 2, C, carries 0.325

***

Entry 2:
DFT (ωB97M-V/def2-TZVPD) results for a molecular structure, C29H32AsCrF6N4O4Sb in a non-equilibrium geometry.

XYZ file:
```
78
Properties=species:S:1:pos:R:3:forces:R:3
Cr 0.09685 0.53325 0.20239 -0.324 0.763 -0.457
C -2.36720 -1.97113 -1.13717 -0.032 0.051 -0.029
C -1.09982 -2.59704 -0.65959 -0.001 -0.037 0.049
C -0.91847 -3.95342 -0.93514 0.026 -0.014 0.028
C 0.15997 -4.64436 -0.43622 -0.004 -0.038 -0.008
C 1.03084 -3.96691 0.40429 -0.044 0.045 -0.003
C 0.80773 -2.62529 0.62807 0.147 -0.039 0.143
N -0.19356 -1.91397 0.07720 0.046 0.248 -0.005
Sb 2.03433 -1.55921 2.01109 -0.106 -0.174 -0.162
C 0.16235 -0.73467 2.82175 0.381 0.038 -0.222
C -0.09788 -1.17828 4.10122 -0.048 -0.017 -0.061
C -1.18198 -0.64168 4.78407 -0.025 0.011 0.018
C -1.90688 0.36172 4.18069 0.016 -0.064 0.020
C -1.60766 0.77848 2.88461 -0.037 -0.030 -0.099
C -2.37419 1.93735 2.32270 -0.002 -0.014 -0.017
N -0.61759 0.16243 2.21014 -0.006 0.086 -0.183
C 2.84578 -0.55195 0.24459 -0.089 -0.088 0.365
C 4.13378 -0.95048 -0.04026 -0.065 0.045 -0.022
C 4.80704 -0.31404 -1.07821 0.024 -0.008 0.002
C 4.18426 0.72842 -1.72257 -0.007 -0.052 -0.025
C 2.87145 1.08294 -1.40822 -0.045 0.033 0.032
C 2.28701 2.28687 -2.07391 -0.046 -0.089 -0.042
N 2.21598 0.37831 -0.46955 -0.380 -0.054 -0.019
H -2.93174 -2.69206 -1.72260 0.006 -0.013 0.015
H -2.97080 -1.66549 -0.28358 0.006 -0.019 0.008
H -2.17509 -1.11188 -1.76258 -0.001 0.059 -0.099
H -1.65328 -4.45633 -1.54691 -0.005 0.023 -0.014
H 0.30409 -5.69228 -0.66350 -0.008 0.000 -0.003
H 1.85866 -4.47344 0.88145 0.002 -0.002 -0.003
H 0.54427 -1.91748 4.56309 0.002 0.017 0.028
H -1.42079 -0.96763 5.78777 -0.003 -0.004 -0.001
H -2.70862 0.85878 4.70896 -0.007 0.006 -0.011
H -2.62266 2.62170 3.13204 0.028 -0.010 0.018
H -1.81040 2.47196 1.56623 -0.008 0.032 0.005
H -3.31045 1.59579 1.88248 -0.006 0.026 0.009
H 4.60917 -1.72206 0.55236 0.045 0.009 -0.024
H 5.81568 -0.60419 -1.34106 0.006 0.017 0.002
H 4.69485 1.29658 -2.48798 -0.005 -0.009 -0.014
H 2.39465 2.20253 -3.15112 0.025 -0.011 -0.058
H 1.24015 2.41932 -1.84593 0.044 -0.030 -0.128
H 2.84566 3.17094 -1.75746 0.008 -0.022 0.063
C 4.87550 2.65519 4.79985 0.024 -0.075 0.027
O 4.30362 3.81543 4.19191 -0.006 0.039 -0.004
C 3.35588 3.67566 3.28387 -0.079 -0.060 -0.070
C 2.86300 4.88803 2.73253 0.009 0.084 0.004
C 1.90362 4.84765 1.77890 0.066 0.081 0.066
C 1.36170 3.61496 1.31481 -0.122 -0.178 -0.162
C 0.39942 3.56935 0.28861 0.218 0.270 0.249
C -0.09316 4.82365 -0.36742 -0.042 -0.050 -0.033
O -0.10352 2.49248 -0.16431 -0.081 -1.026 0.089
C 1.84404 2.41104 1.89288 -0.078 0.180 -0.145
O 1.38673 1.22714 1.56821 -0.090 -0.092 0.287
C 2.84651 2.45326 2.86567 0.019 -0.179 0.008
H 5.62160 3.02477 5.49406 -0.002 0.007 -0.002
H 5.35214 2.02375 4.04872 0.003 0.023 -0.012
H 4.11615 2.09035 5.34234 -0.014 0.027 0.002
H 3.27828 5.81844 3.09236 -0.004 0.004 -0.012
H 1.54217 5.77823 1.36471 -0.003 -0.009 -0.026
H 0.73714 5.34670 -0.84394 0.001 0.016 0.008
H -0.53086 5.49470 0.37203 0.001 0.017 -0.010
H -0.83918 4.58410 -1.11992 -0.005 -0.009 0.017
H 3.19593 1.51483 3.27165 0.028 0.040 0.036
C -4.17747 0.91348 -0.72538 -0.003 -0.023 0.025
C -2.70584 1.16634 -0.85312 -0.042 0.122 -0.127
N -2.31969 1.97195 -1.81947 0.063 0.006 0.052
O -1.92384 0.61353 -0.03278 0.599 -0.109 0.249
H -4.70160 1.85410 -0.55207 -0.010 0.001 -0.013
H -4.38229 0.22886 0.09162 0.032 0.006 0.003
H -4.55378 0.48364 -1.65488 -0.012 -0.002 0.004
H -2.98461 2.28494 -2.50881 -0.026 -0.023 0.010
H -1.33982 2.10575 -2.01795 0.000 -0.038 -0.013
F -0.06039 0.19333 -1.74529 0.026 0.258 0.201
As 0.00088 -0.26785 -3.78793 0.069 0.071 0.184
F 1.67244 -0.45925 -3.49100 0.042 0.149 0.061
F 0.20696 1.43770 -3.90866 -0.054 -0.122 0.014
F 0.06788 -0.59350 -5.42921 -0.028 -0.006 -0.109
F -1.69188 0.00815 -3.71018 0.005 -0.083 0.028
F -0.25341 -1.86660 -3.24917 -0.011 0.018 0.019
```
Positions in Å, forces in eV/Å.

## Properties
Strongest force on any atom = 1.03 eV/Å
Multiplicity = 3
Molecular weight = 863.265 g/mol
Kohn-Sham gap (alpha / beta) = 5.58 / 7.64 eV
Lowest unoccupied orbital energy (alpha / beta) = -8.498 / -6.510 eV
Total charge = +2
Energy = -5763.5757 Ha

Atom charges from the Mulliken analysis, given in e for atoms 1 to 2: number 1, Cr, carries -0.540; number 2, C, carries -0.732

***

Entry 3:
DFT (ωB97M-V/def2-TZVPD) results for 2 unconnected molecules or ions with the total composition C12H19NO2 in a non-equilibrium geometry.

XYZ file:
```
34
Properties=species:S:1:pos:R:3:forces:R:3
C 1.55252 -0.01052 -2.10449 -1.604 -1.176 0.459
C 0.14362 0.22635 -1.55523 1.336 1.975 0.613
C 3.79522 -0.64708 -1.74865 1.531 -0.167 1.509
C 0.72699 -2.72105 -0.75090 0.769 -0.432 -0.100
C 2.15600 -2.27650 -0.88078 -0.839 -0.231 0.929
O 3.10140 -2.94268 -0.61711 0.156 0.155 -0.234
N 2.42834 -0.86822 -1.30766 1.348 0.458 -2.432
H 1.38956 -0.59757 -3.02779 0.317 0.005 -0.069
H 2.06406 0.89306 -2.41658 0.248 0.030 0.380
H -0.15190 1.16416 -2.01957 -0.538 -0.212 -0.377
H 0.15244 0.51771 -0.50002 0.047 -0.433 0.043
H 4.45250 -1.46663 -1.47784 -0.352 -0.420 -0.247
H 0.09921 -1.92859 -0.36480 -0.242 -0.210 -0.015
H -0.52210 -0.56836 -1.73785 -0.851 -0.631 -0.317
H 3.89648 -0.41161 -2.80277 -0.410 0.068 -0.133
H 4.28235 0.15058 -1.17041 -0.600 0.466 -0.116
H 0.40118 -3.15339 -1.70037 -0.238 0.504 -0.166
H 0.77720 -3.59468 -0.10307 -0.158 0.226 0.312
C -2.43763 3.15320 -0.78163 -1.494 -0.268 0.650
C -2.69230 0.11315 1.52923 -0.673 0.589 -0.712
C -3.12900 1.12974 0.68050 0.317 0.376 -0.315
C -1.44577 0.17814 2.15160 -1.548 0.287 0.757
C -2.29253 2.19855 0.38318 1.043 0.119 0.428
C -0.63194 1.28305 1.92352 0.303 -0.212 0.035
C -1.08941 2.28827 1.09289 0.015 -0.218 -1.639
O -1.23807 -0.73183 3.17850 0.691 -0.132 -0.426
H -3.42427 -0.67225 1.65948 0.408 -0.314 0.618
H -4.12897 1.14170 0.26190 0.040 -0.431 -0.118
H -1.33577 -0.25453 4.00969 0.122 -0.085 0.007
H 0.37354 1.30782 2.32465 -0.098 0.132 0.356
H -2.19826 4.18324 -0.53089 0.333 -0.027 0.047
H -3.49127 3.16566 -1.07238 0.121 -0.004 -0.372
H -0.47200 3.08013 0.67857 0.489 0.056 0.825
H -1.83375 2.79487 -1.61064 0.011 0.154 -0.177
```
Positions in Å, forces in eV/Å.

## Properties
Strongest force on any atom = 2.82 eV/Å
Multiplicity = 2
Molecular weight = 209.289 g/mol
Kohn-Sham gap (alpha / beta) = 8.22 / 3.42 eV
Lowest unoccupied orbital energy (alpha / beta) = -3.164 / -7.964 eV
Total charge = +1
Energy = -673.5344 Ha

Atom charges from the Mulliken analysis, given in e for atoms 1 to 2: number 1, C, carries -0.564; number 2, C, carries -1.036

***

Entry 4:
DFT (ωB97M-V/def2-TZVPD) results for a molecular structure, C18H18N4S4SbZn.

XYZ file:
```
46
Properties=species:S:1:pos:R:3:forces:R:3
Zn 0.37504 0.49454 -0.13677 -0.485 0.533 -0.476
C 0.60225 -2.10926 1.31016 0.058 0.183 -0.152
N -0.52530 -1.36150 0.74112 -0.041 -0.098 0.016
C -1.18068 -2.05811 -0.39998 -0.045 0.203 -0.051
C -0.90709 -1.45335 -1.76354 0.169 -0.106 0.057
C -1.77994 -1.65769 -2.82695 -0.102 -0.076 0.002
C -1.45140 -1.15184 -4.06380 0.050 -0.026 -0.012
C -0.23668 -0.48737 -4.22858 -0.032 -0.039 -0.144
C 0.57027 -0.34196 -3.13293 0.101 -0.048 0.201
N 0.24314 -0.80921 -1.91168 0.110 -0.329 -0.163
C -1.47174 -0.84729 1.76819 -0.069 0.089 -0.276
C -1.53382 0.66364 1.88147 0.326 -0.019 0.397
C -2.55623 1.25655 2.65776 -0.105 -0.166 -0.107
C -2.42321 2.55127 3.05539 0.102 0.077 0.094
C -1.24675 3.25678 2.72679 -0.125 0.001 0.040
C -0.27352 2.59594 2.03866 0.141 -0.184 -0.111
N -0.37312 1.29656 1.67129 -0.143 0.093 0.350
C 1.99121 -1.49319 1.16622 -0.139 -0.169 0.046
C 3.08525 -2.18645 1.67758 -0.193 -0.144 0.070
C 4.34588 -1.64482 1.56988 0.068 0.012 -0.010
C 4.49106 -0.41620 0.94527 0.113 0.139 -0.053
C 3.36271 0.20821 0.45660 0.141 0.224 -0.080
N 2.14227 -0.31834 0.56689 0.028 -0.126 0.076
H 0.65604 -3.10209 0.86025 0.004 -0.048 -0.032
H 0.44608 -2.26679 2.37825 -0.017 -0.017 0.068
H -2.25623 -2.06882 -0.25307 -0.055 0.051 0.049
H -0.83560 -3.09665 -0.43546 0.016 -0.058 0.112
H -2.72650 -2.15565 -2.65919 0.001 0.034 0.017
H -2.13352 -1.25041 -4.89823 -0.006 0.041 0.030
H 0.04062 -0.04559 -5.17472 -0.023 0.043 0.062
H 1.50600 0.20028 -3.19632 -0.066 0.076 -0.007
H -1.14571 -1.20957 2.74834 0.010 -0.076 0.029
H -2.47439 -1.23031 1.59300 -0.032 -0.026 -0.079
H -3.45592 0.68886 2.86455 0.016 0.037 -0.018
H -3.20928 3.03736 3.61972 -0.012 -0.010 -0.031
H -1.11075 4.29154 3.00578 0.003 -0.010 -0.013
H 0.65159 3.08931 1.76538 -0.044 0.023 -0.067
H 2.93404 -3.14509 2.15927 -0.032 0.020 -0.017
H 5.20560 -2.17154 1.96437 -0.010 0.017 -0.007
H 5.46013 0.05113 0.83836 -0.039 0.009 -0.022
H 3.41677 1.16862 -0.04386 0.034 -0.037 0.018
S 0.07582 5.46826 -2.75844 -0.177 -0.157 0.103
Sb -1.65487 3.99588 -3.15959 0.370 0.273 -0.484
S -0.93057 1.96122 -1.29931 0.384 0.164 0.328
S -2.60302 0.97040 -0.60881 -0.129 -0.349 0.211
S -1.10592 2.83275 -5.07928 -0.126 -0.021 0.037
```
Positions in Å, forces in eV/Å.

## Properties
Strongest force on any atom = 0.86 eV/Å
Molecular weight = 605.788 g/mol
Kohn-Sham gap = 4.25 eV
Lowest unoccupied orbital energy = 1.534 eV
Total charge = -1
Energy = -4528.1611 Ha

Atom charges from the Mulliken analysis, given in e for atoms 1 to 2: number 1, Zn, carries -0.207; number 2, C, carries -1.329

***

Entry 5:
DFT (ωB97M-V/def2-TZVPD) results for C4H9NO2 in the gas phase.

XYZ file:
```
16
Properties=species:S:1:pos:R:3:forces:R:3
C 0.88223 -1.53913 -0.57105 0.054 -0.024 -0.022
C 0.18021 -0.41426 0.18211 0.073 -0.029 0.099
C 1.11669 0.78163 0.41614 0.189 -0.230 -0.253
O 0.73855 1.59498 1.49117 -0.162 0.106 0.016
N -1.02055 -0.04069 -0.57597 -0.098 0.021 -0.012
C -2.01238 0.74338 -0.10732 -0.014 0.059 0.060
O -2.00042 1.34479 0.95656 0.072 -0.203 -0.296
H 0.19741 -2.36975 -0.77343 0.079 0.128 0.035
H 1.71558 -1.92818 0.01942 -0.114 0.070 -0.074
H 1.28598 -1.18211 -1.52676 -0.063 -0.022 0.122
H -0.14740 -0.77523 1.16570 0.042 0.060 -0.110
H 2.12164 0.40701 0.64770 -0.162 -0.003 -0.036
H 1.19065 1.34076 -0.53391 -0.026 -0.020 0.159
H -0.22807 1.70754 1.44908 0.069 0.015 0.091
H -1.15373 -0.45989 -1.48527 -0.011 0.052 0.156
H -2.87388 0.79777 -0.79506 0.072 0.019 0.063
```
Positions in Å, forces in eV/Å.

## Properties
Strongest force on any atom = 0.39 eV/Å
Molecular weight = 103.121 g/mol
Kohn-Sham gap = 10.65 eV
Lowest unoccupied orbital energy = 0.744 eV
SMILES = C[C@@H](CO)NC=O
Energy = -363.0568 Ha

Atom charges from the Mulliken analysis, given in e for atoms 1 to 2: number 1, C, carries -1.654; number 2, C, carries 0.407

***

Entry 6:
DFT (ωB97M-V/def2-TZVPD) results for a molecular structure, C2H7NO3 in a non-equilibrium geometry.

XYZ file:
```
13
Properties=species:S:1:pos:R:3:forces:R:3
H -0.31183 -0.33311 -1.11777 0.215 0.069 -0.157
O 0.60206 -0.46051 -1.97260 0.558 1.516 -0.706
N -1.09397 -0.28819 -0.10235 -1.334 1.259 -0.789
H 0.57791 0.12744 -2.80934 -0.002 -1.319 2.273
H -1.60057 -1.14537 -0.10697 0.188 -1.392 0.605
H -1.90166 0.29899 -0.42215 1.285 0.254 0.711
C -0.48732 0.08392 1.21485 1.083 -0.571 1.786
H -0.82457 1.05772 1.62286 -0.622 -0.758 -0.350
H -0.50706 -0.74554 2.05287 -0.539 1.572 -1.958
C 1.01322 0.37250 1.03699 3.236 -0.665 -1.399
O 1.86760 -0.01787 1.83085 -1.854 0.294 0.349
O 1.38661 0.96065 -0.08680 -1.210 -0.929 -0.084
H 1.27958 0.08936 -1.14044 -1.003 0.670 -0.281
```
Positions in Å, forces in eV/Å.

## Properties
Strongest force on any atom = 3.59 eV/Å
Molecular weight = 93.082 g/mol
Kohn-Sham gap = 9.21 eV
Lowest unoccupied orbital energy = 0.122 eV
Energy = -360.8343 Ha

Atom charges from the Mulliken analysis, given in e for atoms 1 to 2: number 1, H, carries 0.419; number 2, O, carries -0.773